{"formula": "C28H31BrGe2HfN7", "method": "ωB97M-V/def2-TZVPD", "elements": ["Hf", "Br", "C", "C", "C", "C", "C", "C", "N", "C", "C", "C", "C", "C", "C", "N", "H", "H", "H", "H", "H", "H", "H", "H", "H", "N", "N", "N", "C", "N", "N", "H", "H", "H", "C", "Ge", "C", "C", "Ge", "C", "C", "C", "C", "C", "C", "C", "C", "C", "C", "C", "C", "H", "H", "H", "H", "H", "H", "H", "H", "H", "H", "H", "H", "H", "H", "H", "H", "H", "H", "H"], "xyz": [[-0.219601, 1.800228, -0.326494], [6.870812, -1.151176, 0.394708], [5.693971, 0.288391, 0.074788], [5.248500, 0.901042, -1.092847], [3.927498, 1.356870, -1.203109], [3.133345, 1.454079, -0.077965], [3.727903, 1.139565, 1.164140], [5.011939, 0.686233, 1.282771], [1.918151, 2.203712, -0.074584], [2.021238, 3.470754, -0.642938], [0.986999, 4.410349, -0.634577], [0.974200, 5.655896, -1.321861], [0.199221, 6.632189, -0.704865], [-0.996100, 6.166871, -0.062337], [-1.061535, 4.859872, 0.404012], [-0.085637, 3.990376, 0.130702], [5.988609, 1.055537, -1.895930], [3.542820, 1.828963, -2.143057], [3.156577, 1.275471, 2.118594], [5.556003, 0.431222, 2.219762], [2.997011, 3.730311, -1.124201], [1.378099, 5.739978, -2.351677], [0.404558, 7.694347, -0.664252], [-1.898071, 6.776200, 0.014650], [-1.913577, 4.487378, 0.985085], [-4.947718, 2.507876, 0.208916], [-3.603089, 2.618102, 0.717513], [-3.662821, 2.537869, 2.139085], [-2.587771, 1.823662, 2.384846], [-1.760336, 1.550548, 1.363526], [-2.437583, 1.968806, 0.189544], [-5.169910, 3.490365, 0.247187], [-4.848541, 2.307681, -0.792666], [-2.305547, 1.661072, 3.410235], [2.022625, -2.437814, -2.018888], [0.040888, -2.135738, -1.993749], [-0.708284, -4.010077, -2.127613], [-0.503925, -0.960793, -3.492854], [-0.500847, -0.976153, 0.136860], [-2.361848, -1.817450, 0.133952], [-2.695467, -2.468658, 1.299120], [-3.800842, -3.346922, 1.364495], [-4.742023, -3.348112, 0.361244], [-4.544545, -2.465716, -0.711998], [-3.327102, -1.776199, -0.875101], [0.351285, -2.198711, 1.379222], [1.097804, -1.676208, 2.404887], [1.918833, -2.463467, 3.222929], [1.879354, -3.846994, 3.015728], [1.089699, -4.397760, 2.021623], [0.307838, -3.593730, 1.193245], [2.244037, -2.962191, -2.959717], [2.297342, -3.026309, -1.094995], [2.564132, -1.480055, -1.943163], [-1.017831, -4.215834, -3.185839], [-1.663472, -4.122944, -1.546754], [-0.023970, -4.743725, -1.722516], [-1.254730, -1.458574, -4.125006], [0.428820, -0.716510, -4.040306], [-0.879887, 0.067761, -3.197050], [-2.149103, -2.340658, 2.240069], [-3.911665, -4.022638, 2.187091], [-5.580682, -4.042380, 0.364070], [-5.306577, -2.435034, -1.445726], [-3.065046, -1.283786, -1.800152], [1.041856, -0.594410, 2.629117], [2.518812, -1.976999, 4.014583], [2.396415, -4.546574, 3.655475], [1.011009, -5.448329, 1.851575], [-0.412496, -4.080941, 0.469415]], "forces_ev_per_a": [[0.430, -1.408, 1.252], [0.131, 0.983, -0.889], [-1.018, 0.294, 2.363], [0.517, -0.239, -1.451], [0.739, 1.273, -1.088], [0.536, -0.481, 0.969], [-1.332, 0.220, 1.979], [0.913, -1.501, -0.940], [-0.440, 3.278, -1.439], [2.287, -3.381, -0.328], [-2.332, 0.476, -0.706], [0.350, -1.078, 0.276], [-2.155, -0.296, 0.761], [0.917, 0.303, 0.040], [-0.352, -0.318, -0.660], [0.212, 0.340, 0.740], [-0.808, -0.653, -0.028], [0.688, -0.724, 0.651], [0.449, 0.110, -1.034], [-1.012, 0.392, -0.538], [-0.823, -0.181, 0.556], [0.891, 0.535, 1.219], [-0.154, 0.188, -1.092], [0.634, 0.387, 0.508], [0.366, 0.330, -0.341], [1.992, 0.733, -1.258], [1.301, -3.206, 2.098], [1.142, -0.936, -4.215], [1.087, 1.229, 1.616], [-1.694, 1.574, -3.351], [-2.593, 1.151, 4.201], [-1.358, 0.648, 0.081], [-0.172, -0.135, 0.013], [0.157, -0.371, 0.196], [-0.206, 0.567, 1.561], [1.027, -2.250, -2.277], [-1.908, 0.815, 0.213], [0.100, 1.234, 0.369], [-1.362, -0.894, 1.168], [0.818, 1.663, -0.220], [-0.570, -1.614, 1.988], [0.551, 0.691, -0.073], [0.407, 0.227, -0.470], [1.194, 0.103, 0.005], [-0.734, -0.582, -0.217], [-0.587, 0.561, -0.866], [1.593, 1.046, 1.541], [-0.580, 0.629, -0.115], [0.162, -0.263, 0.282], [-0.839, 0.626, -0.891], [-0.760, -0.858, -0.407], [-0.057, 0.083, 0.324], [-0.274, 0.353, -1.203], [-0.059, -0.394, -0.284], [0.659, 0.228, 0.761], [0.794, 0.217, -0.462], [0.406, 0.005, -0.243], [0.338, 0.330, 0.120], [-0.492, -0.500, -0.011], [-0.027, -1.056, -0.162], [0.241, -0.260, -0.575], [-0.026, -0.008, 0.575], [0.074, 0.309, 0.075], [-0.453, 0.217, -0.857], [-0.389, 0.114, -0.270], [0.227, -0.581, -0.267], [-0.441, -0.601, -0.485], [0.335, 0.181, 0.129], [0.212, -0.614, 0.261], [1.130, 0.740, 0.820]], "lowdin_spin": [0.32, -0.03, -0.04, -0.01, -0.01, -0.03, -0.01, -0.01, -0.03, 0.06, 0.00, 0.04, 0.00, 0.03, 0.02, 0.02, 0.00, 0.00, 0.00, 0.00, 0.00, 0.00, 0.00, 0.00, 0.00, 0.01, 0.02, -0.01, 0.01, -0.01, 0.01, 0.00, 0.00, 0.00, 0.04, 0.08, -0.01, 0.04, 0.06, 0.07, 0.05, 0.00, 0.03, 0.02, 0.00, 0.07, 0.01, 0.04, 0.07, 0.00, 0.06, 0.01, 0.00, 0.00, 0.00, 0.00, 0.00, 0.00, 0.00, 0.00, 0.00, 0.00, 0.00, 0.00, 0.00, 0.00, 0.00, 0.00, 0.00, 0.00], "e_homo_ev": [-18.1, -18.4], "largest_force_ev_per_a": 5.069, "de_lowest_kj_mol": 118.5, "gap_ev": [3.73, 4.16], "lumo_energy_ev": [-14.37, -14.23], "total_charge": 4, "multiplicity": 2}

{"formula": "C18H21IN2OP", "method": "ωB97M-V/def2-TZVPD", "elements": ["C", "C", "C", "C", "I", "C", "C", "C", "C", "P", "C", "C", "N", "O", "C", "C", "C", "C", "C", "C", "N", "C", "C", "H", "H", "H", "H", "H", "H", "H", "H", "H", "H", "H", "H", "H", "H", "H", "H", "H", "H", "H", "H", "H"], "xyz": [[3.506380, 4.596387, 0.997190], [2.893471, 3.890859, 0.054626], [1.658162, 3.371508, -0.849228], [1.099474, 4.261661, -2.031990], [2.030212, 6.180433, -2.432922], [-0.138983, 3.684558, -2.839831], [-0.796894, 2.278548, -2.516307], [-0.252106, 1.363823, -1.334768], [-0.880852, -0.069385, -0.971362], [-2.302156, -0.848095, -1.945691], [-2.120865, -0.619608, -3.820892], [-4.005764, -0.332146, -1.301053], [-0.332936, -0.838791, 0.173351], [-0.916426, -2.049667, 0.419633], [-0.035757, -3.017930, -0.289469], [-0.505660, -4.533371, 0.113593], [0.790014, -0.334180, 1.019393], [1.258883, -1.265232, 2.240072], [0.991824, -0.650758, 3.706920], [2.102475, -1.016257, 4.850636], [-0.048404, 0.080549, 4.082584], [1.493591, 1.048832, 0.704368], [0.987516, 1.971128, -0.512584], [4.209441, 5.113613, 1.737076], [-0.594935, 4.312694, -3.682530], [-1.696590, 1.980036, -3.158929], [-2.483504, -1.617272, -4.303987], [-2.848254, 0.193663, -4.182802], [-1.020309, -0.438300, -4.095761], [-4.849155, -0.991226, -1.765429], [-4.070788, -0.536848, -0.155435], [-4.255790, 0.787740, -1.470517], [1.074498, -2.905355, 0.015383], [-0.106049, -2.850356, -1.423430], [-0.973213, -4.543799, 1.175725], [0.435237, -5.221635, 0.129898], [-1.247504, -4.883446, -0.704454], [0.835925, -2.333099, 2.230191], [2.416340, -1.382095, 2.137191], [3.134335, -1.267178, 4.403640], [1.707231, -1.998271, 5.345633], [2.141338, -0.236749, 5.694178], [-0.659689, 0.186384, 3.251662], [2.376239, 1.478633, 1.306426]], "forces_ev_per_a": [[-2.719, -3.936, -5.044], [0.338, 3.499, 4.105], [-0.732, 0.257, -0.871], [-1.073, -4.145, 1.874], [-0.978, -1.768, 0.241], [0.522, -2.723, 2.483], [2.675, 2.314, 1.274], [0.871, 0.900, 0.103], [1.998, 2.729, 1.246], [0.201, -1.879, 0.277], [-0.662, 0.313, -0.379], [-0.968, 0.952, 0.774], [0.699, 5.091, -1.952], [1.859, -0.270, -0.507], [0.635, -2.467, -0.124], [0.263, 0.714, -0.414], [0.648, 2.327, -1.065], [0.956, 0.398, 0.073], [-0.734, 1.332, 1.705], [-1.088, -1.009, -0.423], [2.835, -2.286, -2.101], [-3.078, -1.475, -2.055], [-0.382, -1.322, 0.424], [-1.419, -1.113, -1.592], [0.828, -1.100, 1.456], [1.577, 0.394, 1.192], [0.782, 1.741, 1.053], [1.425, -1.001, 0.256], [-1.784, -0.126, 0.334], [1.842, 1.112, 0.535], [0.391, 0.346, -2.037], [0.358, -1.889, 0.237], [-1.927, 0.269, -0.249], [-0.116, -0.099, 1.756], [0.695, 0.049, -1.947], [-1.779, 1.269, -0.149], [1.174, 0.382, 1.712], [0.388, 1.767, -0.254], [-2.073, 0.250, 0.098], [-1.633, 0.639, 0.714], [0.770, 1.665, -0.858], [-0.077, -1.046, -1.636], [0.145, 0.105, 0.508], [-1.653, -1.156, -0.773]], "lowdin_charge": [0.11, -0.12, -0.17, -0.58, 0.86, -0.05, 0.00, -0.06, -0.17, 0.91, -0.31, -0.30, -0.11, -0.14, -0.21, -0.06, -0.06, -0.09, -0.35, -0.06, 0.11, 0.11, -0.04, 0.07, 0.10, 0.08, 0.06, 0.05, 0.06, 0.07, 0.06, 0.05, 0.12, 0.11, 0.09, 0.10, 0.09, 0.12, 0.13, 0.08, 0.10, 0.09, 0.04, 0.12], "smiles": "[H]/N=C(/C)Cc1cc2c(C#C)c(I)ccc2c(P(C)C)[n+]1OCC", "e_homo_ev": -11.2, "largest_force_ev_per_a": 6.951, "gap_ev": 6.26, "lumo_energy_ev": -4.94, "total_charge": 1}